One molecule with the formula C4H4O2S in a non-equilibrium geometry. Source: the OMol25 dataset; level of theory: wB97M-V/def2-TZVPD.

Properties
orbital gap = 10.14 eV
highest occupied orbital energy = -0.3531 Eh
SMILES = C=C1CSC(=O)O1
total charge = 0
molecular weight = 116.141 g/mol
E = -703.4739 a.u.

Last column: Löwdin charge in e.
Cartesian coordinates (Å):
C (-2.5693, -0.5071, -0.0636)  0.080
C (-1.2666, -0.1461, -0.0073)  -0.353
C (-0.7112, 1.3239, 0.1143)  -0.376
S (1.0670, 1.0951, -0.0719)  1.017
C (0.9543, -0.6684, 0.0039)  -0.809
O (1.8995, -1.3661, 0.0434)  0.096
O (-0.3017, -1.1190, 0.0265)  0.049
H (-2.8738, -1.5562, -0.1981)  0.077
H (-3.3672, 0.2248, 0.0479)  0.067
H (-1.1013, 2.0013, -0.6373)  0.080
H (-0.9551, 1.6757, 1.0957)  0.072

Cartesian forces (eV/Å) of the 2 atoms listed first:
C 1.20 0.06 0.00
C -2.05 0.83 0.05

A 2-piece molecular cluster, C5H14NOS overall in a non-equilibrium geometry. Source: the OMol25 dataset; level of theory: wB97M-V/def2-TZVPD.

Properties
orbital gap = 6.29 eV
highest occupied orbital energy = -0.1008 Eh
total charge = -1
molecular weight = 136.240 g/mol
E = -727.0965 a.u.

Last column: Löwdin charge in e.
Cartesian coordinates (Å):
C (-0.2496, 2.0325, 1.4565)  -0.271
N (0.7852, 1.4476, 0.6264)  -0.111
C (0.7547, -0.0068, 0.4917)  -0.363
C (1.8513, -0.5304, -0.4525)  -0.672
S (1.1044, -0.9203, -2.1016)  0.160
C (-1.7963, 1.9335, 1.1226)  -0.264
C (-2.6094, 0.7447, 1.6013)  -0.124
H (0.0272, 3.1089, 1.6242)  0.104
H (-0.1640, 1.6378, 2.5016)  0.104
H (0.6846, 1.8878, -0.3013)  0.108
H (-0.2533, -0.2923, 0.1703)  0.054
H (0.8176, -0.3850, 1.5336)  0.108
H (2.3839, 0.3474, -0.7953)  0.000
H (2.3920, -1.3648, -0.0126)  0.037
H (-1.8804, 2.1470, 0.0465)  0.100
H (-2.2126, 2.8535, 1.5421)  0.083
H (-2.3902, -0.2118, 1.1547)  0.051
H (-2.3243, 0.6382, 2.6708)  0.076
H (-3.6777, 0.9547, 1.4245)  0.068
H (-1.1372, -2.4147, -0.8853)  -0.020
H (0.2507, -2.9196, -1.0170)  -0.068
O (-0.6147, -3.1808, -0.6419)  -0.159

Cartesian forces (eV/Å) of the 2 atoms listed first:
C -0.37 0.17 1.71
N -0.33 0.99 -0.61

A 2-piece molecular cluster, C5H12BrN overall in a non-equilibrium geometry. Source: the OMol25 dataset; level of theory: wB97M-V/def2-TZVPD.

Properties
orbital gap (spin up / spin down) = 6.72 / 6.71 eV
highest occupied orbital energy (spin up / spin down) = -0.3382 / -0.3380 Eh
total charge = 0
molecular weight = 166.062 g/mol
E = -2826.3401 a.u.

Last column: Löwdin charge in e.
Cartesian coordinates (Å):
C (1.5651, -0.2331, 0.6498)  -0.001
C (-0.6506, -1.6461, 0.2560)  -0.090
C (0.3488, -0.3570, -1.5522)  -0.069
C (-0.4184, 1.9699, 0.7382)  -0.183
C (0.0981, -0.3550, -0.0068)  -0.642
N (-0.7992, 0.6353, 0.5954)  -0.010
Br (-3.0625, 0.7699, -1.0087)  -0.003
H (1.8815, 0.6902, 0.2607)  0.055
H (1.3485, -0.2504, 1.7696)  0.106
H (2.0195, -1.1715, 0.3978)  0.078
H (-0.2219, -2.3946, -0.3940)  0.076
H (-1.6817, -1.4268, 0.1620)  0.009
H (-0.5763, -2.0052, 1.3609)  0.117
H (1.1532, -1.1057, -1.6638)  0.083
H (-0.5458, -0.6592, -2.1508)  0.071
H (0.6636, 0.6273, -1.9820)  0.089
H (0.1511, 1.9033, 1.7512)  0.148
H (0.0989, 2.4669, -0.0730)  0.083
H (-1.3717, 2.5418, 0.8895)  0.085

Cartesian forces (eV/Å) of the 2 atoms listed first:
C -4.09 -0.92 1.99
C 1.66 -0.90 2.75

A 3-piece molecular cluster, C2H10O2S2 overall in a non-equilibrium geometry. Source: the OMol25 dataset; level of theory: wB97M-V/def2-TZVPD.

Properties
orbital gap (spin up / spin down) = 2.86 / 7.89 eV
highest occupied orbital energy (spin up / spin down) = 0.0218 / -0.1632 Eh
total charge = -1
molecular weight = 130.234 g/mol
E = -1029.0023 a.u.
multiplicity = 2

Last column: Löwdin charge in e.
Cartesian coordinates (Å):
C (-1.2889, 0.3151, -2.0925)  -0.558
S (-0.6815, -0.9834, -0.9895)  0.137
S (0.9059, -1.9719, -1.9221)  0.188
C (2.4197, -1.4059, -1.1072)  -0.549
H (-1.3472, 1.1121, -1.3548)  -0.021
H (-0.7668, 0.4962, -3.0411)  0.022
H (-2.2634, 0.0330, -2.4391)  -0.015
H (3.2264, -1.1763, -1.8166)  0.006
H (2.2476, -0.5003, -0.5312)  0.008
H (2.7713, -2.2250, -0.4660)  0.004
H (-2.2976, 2.2134, 1.6373)  -0.009
H (-2.7783, 0.8739, 1.0574)  -0.020
O (-2.4408, 1.2966, 1.8668)  -0.142
H (-0.0288, 0.5860, 3.5431)  0.030
H (1.5246, 0.3468, 3.7795)  0.030
O (0.7977, 0.9896, 3.8759)  -0.113

Cartesian forces (eV/Å) of the 2 atoms listed first:
C 0.01 -0.08 0.07
S -1.21 0.09 1.15

One molecule with the formula C3H4N2O2 in a non-equilibrium geometry. Source: the OMol25 dataset; level of theory: wB97M-V/def2-TZVPD.

Properties
orbital gap = 8.78 eV
highest occupied orbital energy = -0.2983 Eh
SMILES = NC(=C=O)[C@H]1NO1
total charge = 0
molecular weight = 100.077 g/mol
E = -376.5587 a.u.

Last column: Löwdin charge in e.
Cartesian coordinates (Å):
N (-0.5586, 0.7489, -1.5569)  0.072
C (-0.1591, 0.4895, -0.2461)  -0.321
C (0.1284, 1.4437, 0.6272)  -0.099
O (0.3523, 2.3886, 1.2817)  0.188
C (-0.1924, -0.8556, 0.3016)  -0.225
N (1.0029, -1.3916, 0.8813)  0.032
O (0.0392, -0.8378, 1.8364)  -0.082
H (-0.5782, 1.7369, -1.7972)  0.097
H (-0.0461, 0.2106, -2.2490)  0.090
H (-0.9005, -1.5438, -0.1526)  0.147
H (0.9122, -2.3895, 1.0736)  0.102

Cartesian forces (eV/Å) of the 2 atoms listed first:
N -0.49 0.11 -1.29
C 0.31 0.32 1.36

A 6-piece molecular cluster, C34H51ClN2O22S5 overall in a non-equilibrium geometry. Source: the OMol25 dataset; level of theory: wB97M-V/def2-TZVPD.

Properties
orbital gap = 7.47 eV
highest occupied orbital energy = -0.2892 Eh
SMILES = O=C1NC(=O)c2c(CCCCCCCCCCCCn3cccc3)cc(Cl)cc21.O=S1(=O)OCCO1.O=S1(=O)OCCO1.O=S1(=O)OCCO1.O=S1(=O)OCCO1.O=S1(=O)OCCO1
total charge = 0
molecular weight = 1035.562 g/mol
E = -5541.9683 a.u.

Last column: Löwdin charge in e.
Cartesian coordinates (Å):
O (-1.0793, -6.9572, 1.0889)  0.130
C (-0.8097, -6.1264, 0.2688)  -0.394
N (-1.3010, -6.0978, -1.0528)  0.177
C (-1.1059, -4.7828, -1.5851)  -0.367
O (-1.6569, -4.3708, -2.5604)  0.135
C (-0.1383, -4.1291, -0.6552)  -0.030
C (0.5456, -2.9155, -0.7296)  -0.128
C (0.3478, -1.9512, -1.8949)  -0.117
C (-0.1794, -0.6210, -1.3106)  -0.181
C (-0.5222, 0.4157, -2.3944)  -0.198
C (-0.3200, 1.8294, -1.8289)  -0.205
C (-1.3445, 2.2671, -0.7676)  -0.200
C (-2.8197, 1.9067, -1.0675)  -0.186
C (-3.4483, 1.0882, 0.0882)  -0.205
C (-4.4802, 0.0729, -0.4298)  -0.199
C (-5.1954, -0.6068, 0.7675)  -0.195
C (-6.6467, -0.0923, 0.9234)  -0.187
C (-7.6450, -1.2026, 1.2897)  -0.167
C (-7.6729, -2.3631, 0.2704)  -0.134
N (-8.8702, -2.3749, -0.5611)  -0.127
C (-8.7783, -2.1894, -1.9033)  -0.121
C (-10.0293, -2.2723, -2.4766)  -0.095
C (-10.9123, -2.5261, -1.3844)  -0.114
C (-10.1787, -2.5872, -0.2241)  -0.105
C (1.4066, -2.5753, 0.3164)  -0.040
C (1.5845, -3.4015, 1.4171)  -0.613
Cl (2.6501, -2.8792, 2.6890)  0.699
C (0.9028, -4.6107, 1.5198)  -0.016
C (0.0745, -4.9267, 0.4700)  -0.075
H (-2.2945, -6.3198, -1.0421)  0.162
H (-0.3929, -2.4188, -2.5435)  0.104
H (1.2753, -1.8032, -2.4528)  0.129
H (0.6190, -0.2215, -0.6832)  0.101
H (-1.0820, -0.8633, -0.7427)  0.121
H (0.1792, 0.3116, -3.2317)  0.111
H (-1.5152, 0.2366, -2.8080)  0.102
H (0.6591, 1.8207, -1.3311)  0.101
H (-0.2127, 2.5670, -2.6297)  0.107
H (-1.0702, 1.9412, 0.2376)  0.092
H (-1.2952, 3.3613, -0.7302)  0.101
H (-2.9828, 1.4294, -2.0340)  0.095
H (-3.3911, 2.8408, -1.0897)  0.107
H (-3.9582, 1.7492, 0.7952)  0.121
H (-2.6554, 0.5493, 0.6149)  0.096
H (-5.1758, 0.5938, -1.0939)  0.105
H (-3.9724, -0.6911, -1.0310)  0.106
H (-4.6175, -0.3769, 1.6610)  0.054
H (-5.1594, -1.6912, 0.6426)  0.104
H (-6.9865, 0.4921, 0.0660)  0.107
H (-6.6485, 0.5944, 1.7791)  0.108
H (-8.6491, -0.7740, 1.3500)  0.109
H (-7.3913, -1.6146, 2.2690)  0.100
H (-6.8267, -2.3274, -0.4142)  0.107
H (-7.5660, -3.3115, 0.8064)  0.125
H (-7.8679, -1.9986, -2.4517)  0.114
H (-10.2912, -2.1868, -3.5174)  0.085
H (-11.9799, -2.6604, -1.4806)  0.086
H (-10.5185, -2.7692, 0.7821)  0.113
H (1.9396, -1.6345, 0.2524)  0.115
H (0.9878, -5.2719, 2.3729)  0.127
O (5.9771, 0.9002, 0.0627)  -0.232
S (6.5875, 1.0139, 1.3353)  0.601
O (7.4410, 2.0995, 1.6650)  -0.219
O (7.3416, -0.3565, 1.6723)  -0.192
C (6.8434, -0.9180, 2.8896)  -0.151
C (5.4102, -0.4418, 2.9689)  -0.179
O (5.4490, 0.9012, 2.4685)  -0.194
H (7.4400, -0.5286, 3.7176)  0.134
H (6.9222, -2.0017, 2.8666)  0.140
H (5.0197, -0.4582, 3.9833)  0.134
H (4.7588, -1.0285, 2.3194)  0.087
O (6.8056, -0.9418, -1.0944)  -0.237
S (8.1137, -1.1760, -1.5874)  0.614
O (9.0806, -1.8994, -0.8428)  -0.215
O (8.7368, 0.2404, -2.0198)  -0.180
C (9.1155, 0.2046, -3.4006)  -0.164
C (8.1784, -0.7871, -4.0377)  -0.164
O (8.0198, -1.8229, -3.0596)  -0.181
H (10.1521, -0.1346, -3.4623)  0.136
H (9.0311, 1.1920, -3.8458)  0.114
H (8.5717, -1.1940, -4.9649)  0.139
H (7.1978, -0.3429, -4.2230)  0.134
O (-1.4476, 3.3721, 3.4514)  -0.222
S (-0.7606, 4.3986, 2.7536)  0.595
O (-1.4380, 5.4355, 2.0675)  -0.211
O (0.2909, 3.7079, 1.7532)  -0.204
C (1.6183, 4.1635, 2.0439)  -0.157
C (1.5998, 4.4839, 3.5227)  -0.164
O (0.3099, 5.0642, 3.7472)  -0.188
H (1.8139, 5.0542, 1.4435)  0.135
H (2.3444, 3.3933, 1.7955)  0.136
H (2.3840, 5.1780, 3.8113)  0.136
H (1.6760, 3.5772, 4.1272)  0.133
O (-2.8782, -0.8721, 3.1706)  -0.218
S (-3.8883, -0.9453, 4.1634)  0.588
O (-5.0646, -1.7168, 3.9888)  -0.211
O (-4.2971, 0.5478, 4.5732)  -0.185
C (-4.0966, 0.7489, 5.9762)  -0.159
C (-2.9664, -0.1899, 6.3395)  -0.161
O (-3.2118, -1.3653, 5.5557)  -0.184
H (-5.0190, 0.4820, 6.4962)  0.134
H (-3.8556, 1.7893, 6.1773)  0.137
H (-2.9496, -0.4357, 7.3976)  0.135
H (-1.9977, 0.2201, 6.0453)  0.134
O (5.7889, 2.7868, -6.6370)  -0.207
S (6.9652, 3.0737, -5.9027)  0.599
O (8.1512, 2.3015, -6.0312)  -0.228
O (6.5782, 3.1620, -4.3502)  -0.192
C (6.9408, 4.4448, -3.8229)  -0.158
C (6.8485, 5.3836, -5.0075)  -0.159
O (7.3443, 4.6149, -6.1129)  -0.184
H (7.9618, 4.3828, -3.4413)  0.135
H (6.2702, 4.7237, -3.0150)  0.138
H (7.4411, 6.2843, -4.8751)  0.136
H (5.8131, 5.6576, -5.2205)  0.135

Cartesian forces (eV/Å) of the 2 atoms listed first:
O -0.18 -0.25 0.02
C 0.74 -0.08 0.67